1.
20
Properties=species:S:1:pos:R:3:forces:R:3 method="wB97M-V/def2-TZVPD" spin_multiplicity=1 charge=+1 orbital_gap_ev="8.92 / 8.92" smiles="CC1=N[NH+]=C2N=CCC[C@H]12"
C -2.73282 -0.05315 0.24845 -4.65 0.29 -1.09
C -1.56568 -0.71686 -0.17283 3.00 -3.63 -3.64
N -1.46319 -2.02488 -0.60062 -3.75 3.58 3.19
N -0.29427 -2.20930 -1.15675 3.24 -2.80 -2.53
C 0.44047 -1.14799 -1.33142 -0.11 1.62 1.30
N 1.72808 -1.02973 -1.77980 -1.66 -0.81 0.12
C 2.44384 -0.15560 -1.18902 2.86 -0.80 -1.74
C 2.09114 0.68134 -0.07298 -2.70 1.44 0.83
C 0.68112 0.47242 0.50753 -0.99 0.43 -2.86
C -0.33257 -0.00292 -0.64781 1.98 -2.73 1.55
H -2.72374 0.44512 1.16378 0.64 0.48 2.00
H -3.62762 -0.76189 0.29440 1.23 0.89 -0.13
H -3.06022 0.84510 -0.39822 0.76 -1.57 0.26
H -0.05286 -3.23084 -1.49498 -0.50 2.73 0.95
H 3.44817 -0.07651 -1.70821 -1.00 0.36 1.04
H 2.63627 0.79568 0.81196 2.11 -0.81 0.91
H 2.13908 1.70877 -0.37797 0.10 0.78 -0.95
H 0.75849 -0.20016 1.29631 -0.35 -1.41 1.35
H 0.20667 1.37892 0.83793 0.30 0.50 0.48
H -0.48125 0.79488 -1.30087 -0.52 1.47 -1.04

2.
59
Properties=species:S:1:pos:R:3:forces:R:3 method="wB97M-V/def2-TZVPD" spin_multiplicity=3 charge=+3 orbital_gap_ev="7.36 / 7.86" s2=2.0101
V -0.27014 0.01747 -0.36692 -0.53 0.25 0.20
N -0.34355 2.64325 1.74074 0.10 -0.59 -1.42
C -0.46904 1.47909 2.40577 0.21 2.34 0.90
N -0.34419 1.48992 3.71490 -0.14 -0.24 0.55
C -0.51886 0.30306 4.32593 0.53 -0.59 0.54
N -0.30081 0.22462 5.64299 0.01 1.64 0.38
N -0.80999 -0.85930 3.64121 -0.11 0.77 1.35
C -0.91586 -0.69224 2.36870 0.10 -3.31 0.96
N -0.72445 0.40693 1.69312 -0.05 -0.54 -2.82
C -1.20335 -1.95472 1.60039 -0.11 0.74 -1.15
C -1.66629 -3.15561 2.09818 0.52 1.08 0.48
C -2.03694 -4.13354 1.19692 -0.56 -0.51 1.31
C -1.92086 -3.95765 -0.14101 0.36 1.27 -1.37
C -1.50948 -2.70261 -0.60361 1.00 -0.34 -0.04
N -1.09448 -1.76503 0.24249 -0.41 0.58 1.12
H -0.36407 3.50694 2.20627 0.15 0.97 1.05
H -0.48169 2.72152 0.73359 -0.04 -0.35 0.66
H -0.11448 1.13555 6.13731 -0.28 -1.52 -0.75
H -0.44167 -0.60216 6.22836 -0.03 0.34 -0.74
H -1.71755 -3.33817 3.16682 -0.14 0.24 -0.14
H -2.50893 -4.99212 1.64364 0.22 -0.59 -0.31
H -2.08483 -4.73236 -0.84561 -0.55 -0.55 -0.46
H -1.35312 -2.37044 -1.62932 -0.47 -0.87 -0.03
N -1.17030 1.27764 -3.23151 0.43 0.52 0.01
C -0.18339 0.34390 -3.37125 -0.83 -0.72 1.28
C 0.40281 0.25500 -4.61585 0.04 0.79 -0.70
C 1.27933 -0.72987 -4.84903 1.25 -0.28 1.23
C 1.62061 -1.59807 -3.80839 -0.22 -0.89 -0.85
C 0.97116 -1.50909 -2.62775 -0.05 0.19 0.64
N 0.08449 -0.51129 -2.35435 -0.17 0.75 -0.85
C -2.00410 1.67195 -2.23127 -0.92 1.70 0.91
C -2.99034 2.63967 -2.59373 0.48 -0.56 0.00
C -3.95320 2.97547 -1.67372 -0.88 0.65 0.25
C -3.98304 2.32733 -0.41702 0.63 0.18 -1.09
C -2.90768 1.55731 -0.11264 -0.35 0.20 1.89
N -1.86337 1.33196 -0.91840 1.25 -1.76 -2.11
H -1.28704 1.82682 -4.06368 -0.17 0.12 -0.27
H 0.26634 0.99679 -5.38480 -0.50 0.21 -0.02
H 1.87380 -0.74962 -5.71576 0.25 -0.19 -1.29
H 2.29824 -2.39279 -4.05715 0.26 -0.29 0.41
H 1.12736 -2.20910 -1.82018 0.17 -0.08 0.06
H -2.93223 3.08614 -3.59608 -0.27 -0.21 0.52
H -4.70919 3.76794 -1.87335 0.66 -0.79 -0.09
H -4.75053 2.46889 0.30694 -0.46 0.21 0.27
H -2.78332 1.16810 0.89930 -0.20 0.04 -0.38
C 3.95591 1.93379 0.68696 -1.32 0.17 -0.59
As 3.11711 0.19840 0.61940 0.24 0.60 1.68
C 3.93461 -0.90136 -0.61895 -1.78 -1.02 -3.33
C 3.02271 -0.39844 2.48935 0.41 -0.27 -1.16
O 1.51753 0.32724 0.03353 -0.43 0.12 -0.22
H 4.32469 2.28655 -0.28012 0.08 -0.33 0.16
H 4.70556 1.96416 1.45542 0.41 -0.10 0.28
H 3.11754 2.58361 0.96746 0.27 0.09 0.12
H 4.98120 -1.01374 -0.50664 1.02 -0.21 0.32
H 3.74032 -0.40337 -1.66053 0.45 -0.65 1.88
H 3.39094 -1.89469 -0.71679 0.89 1.09 0.48
H 4.05104 -0.66280 2.81816 -0.83 -0.04 -0.09
H 2.25406 -1.16414 2.63171 0.50 -0.20 -0.14
H 2.67497 0.47729 2.98986 -0.05 0.75 0.59

3.
19
Properties=species:S:1:pos:R:3:forces:R:3 method="wB97M-V/def2-TZVPD" spin_multiplicity=1 orbital_gap_ev=9.03 smiles="C1=C2CC[C@@H]3CS[C@]12C3"
C -1.74042 -2.10507 -0.34086 0.76 0.72 0.69
C -0.78619 -1.57864 0.37512 -1.20 -0.23 -1.07
C 0.43375 -1.23455 1.09337 0.39 0.09 0.12
C 1.11629 -0.05680 0.34501 0.00 0.00 -0.03
C 0.16884 0.89718 -0.41163 0.17 -0.05 -0.22
C -0.78766 1.64137 0.50628 -2.12 -0.91 0.04
S -2.52666 0.62203 0.42912 1.73 0.86 0.11
C -1.59834 -0.63546 -0.48402 0.07 -0.26 0.47
C -0.69411 0.11527 -1.42661 0.11 0.05 -0.04
H -2.32160 -2.94819 -0.62049 -0.22 -0.48 -0.20
H 0.17216 -0.93586 2.11192 -0.05 0.01 -0.01
H 1.12677 -2.07736 1.16731 -0.11 0.06 0.11
H 1.70129 0.52189 1.06133 0.09 -0.02 -0.01
H 1.81039 -0.47371 -0.38818 0.06 0.03 0.02
H 0.79204 1.62858 -0.93525 0.01 -0.02 0.06
H -0.51188 1.64144 1.55343 0.17 0.09 0.09
H -1.04000 2.64007 0.16962 0.08 0.07 -0.02
H -0.08990 -0.57004 -2.02400 0.03 0.03 -0.06
H -1.23357 0.80175 -2.08037 0.01 -0.03 -0.05

4.
23
Properties=species:S:1:pos:R:3:forces:R:3 method="wB97M-V/def2-TZVPD" spin_multiplicity=3 orbital_gap_ev="5.35 / 6.90" s2=2.0149
C 0.40084 1.28698 -1.37504 3.57 3.46 5.10
C -0.06912 0.14347 -1.91141 -3.92 -4.48 -3.59
C 1.93279 -0.09372 -0.59491 1.02 -1.67 0.27
C -0.26042 2.58622 -1.49183 -0.71 2.04 -1.60
C 2.97893 -0.52988 0.31429 -0.32 -1.06 1.52
C -2.27243 -2.17389 0.64016 1.18 -1.16 0.53
C -0.89594 -0.63877 2.17230 -1.83 1.19 -0.24
C -1.99160 -0.97737 1.13677 0.80 0.41 -0.03
N 1.51775 1.12726 -0.59282 -3.32 3.91 -1.67
S 0.96583 -1.17290 -1.66696 -0.18 -1.27 -0.45
I -3.11170 0.64766 0.46542 -0.21 0.30 -0.02
H 0.62590 3.18436 -1.82529 -1.00 0.25 -0.19
H -1.10776 2.57753 -2.29172 1.70 0.01 1.23
H -0.67860 3.20084 -0.63882 0.60 -1.43 -0.35
H 2.58917 -0.98220 1.27704 -0.07 0.23 -0.72
H 3.58521 -1.32595 -0.09429 0.51 -0.05 -0.24
H 3.54592 0.32217 0.67373 0.28 0.10 -0.36
H -3.05646 -2.46802 -0.04341 -0.15 0.60 -0.02
H -1.04475 0.07550 -2.51320 1.79 -0.07 1.13
H -1.62154 -3.04113 0.91070 -0.47 0.83 0.03
H -0.11066 0.12175 1.94897 -0.84 -0.60 -0.39
H -0.48442 -1.56134 2.41724 1.22 -1.61 0.48
H -1.43696 -0.30859 3.08310 0.36 0.06 -0.42

5.
70
Properties=species:S:1:pos:R:3:forces:R:3 method="wB97M-V/def2-TZVPD" spin_multiplicity=2 charge=-1 orbital_gap_ev="3.28 / 7.05" s2=0.7537
C 4.94561 0.04151 -0.43402 -0.97 -1.36 -1.78
N 4.19678 -0.59321 -1.63577 1.60 3.82 5.49
O 4.66441 -0.36185 -2.74779 1.24 -0.08 -3.71
O 3.38379 -1.44896 -1.26153 -2.56 -3.11 -0.02
H 5.37879 0.95440 -0.84277 0.03 0.05 0.66
H 5.66817 -0.69564 -0.08383 0.66 0.01 -0.21
H 4.23214 0.06881 0.38958 -0.11 0.78 -0.18
C 0.76179 0.21732 -1.51171 -0.13 -2.17 2.10
N 0.02623 1.16638 -0.64920 0.30 0.83 0.29
O 0.15103 2.29910 -1.01316 -0.53 1.83 -0.21
O -0.46490 0.87147 0.44977 0.11 -0.57 -1.31
H 0.11040 -0.55715 -1.91665 -0.16 0.49 -0.38
H 1.19489 -0.31324 -0.66375 1.10 -0.57 -0.63
H 1.52115 0.65480 -2.15985 -0.57 0.18 0.19
O 1.33108 -4.71374 0.13835 0.10 0.48 1.92
C 1.44388 -5.00469 1.31452 -0.35 0.45 -1.01
O 1.56398 -4.13012 2.39527 -0.12 -3.19 -0.77
C 1.56079 -2.77795 2.17020 -0.82 2.53 -1.21
C 0.15037 -2.19132 1.90572 1.08 -0.30 0.20
C 1.48852 -6.44249 1.75958 0.64 -0.02 0.40
H 2.09919 -2.53046 1.25535 0.48 -0.11 0.00
H 2.05408 -2.27304 3.00076 -0.04 -0.30 0.15
H -0.09443 -2.50894 0.89216 -0.48 0.15 0.11
H 0.26081 -1.10754 1.94201 -0.22 0.02 -0.18
H -0.59965 -2.49749 2.63499 0.04 -0.14 -0.03
H 2.13498 -6.45408 2.63711 -0.25 -0.44 0.16
H 1.92126 -7.07283 0.98272 0.12 0.34 -0.09
H 0.51657 -6.89241 1.96199 -0.10 0.44 0.27
O -6.65524 1.27245 2.72628 1.91 -2.87 2.46
C -6.17651 0.47568 3.58279 -1.41 2.85 -1.70
O -4.99991 -0.17038 3.50035 -1.58 0.96 0.18
C -4.16139 0.09710 2.41260 1.94 -1.42 -1.64
C -2.76769 -0.32431 2.84641 1.05 0.84 -0.13
C -6.82355 0.21858 4.93268 0.68 -1.98 -0.97
H -4.15576 1.08152 1.94463 -0.45 0.39 0.87
H -4.35229 -0.55073 1.55705 -0.92 -0.26 0.12
H -2.23971 0.53813 3.25329 0.10 -0.05 0.34
H -2.15368 -0.62093 1.99605 -0.20 0.04 -0.17
H -2.69842 -1.13935 3.56683 -0.51 0.04 -0.01
H -6.48898 0.94597 5.67232 -0.77 0.15 -0.15
H -6.43575 -0.75357 5.23704 0.54 0.07 0.38
H -7.85527 -0.09710 4.77776 -0.38 1.34 0.33
O -4.28055 3.16463 -0.92442 -0.10 0.68 2.57
C -4.79680 3.59652 0.10886 -0.45 0.11 -1.80
O -4.15943 4.01312 1.24163 -2.15 -0.41 -1.43
C -2.80319 3.73400 1.29514 1.88 -0.29 0.73
C -2.38330 3.79170 2.77307 -0.58 -1.04 -1.15
C -6.31856 3.76475 0.13045 0.60 -0.40 0.22
H -2.21965 4.43531 0.69870 -0.15 0.12 -0.13
H -2.60858 2.73768 0.89819 0.11 0.02 -0.12
H -1.29402 3.75223 2.76931 -0.07 0.54 0.56
H -2.73631 2.85630 3.20726 0.03 -0.02 0.31
H -2.92310 4.59036 3.28186 0.70 0.30 0.04
H -6.74363 2.77913 0.32010 0.04 -0.09 0.18
H -6.60946 4.01149 -0.89062 -0.04 0.31 0.22
H -6.70728 4.43854 0.89400 0.18 0.08 -0.19
O 4.14878 1.24406 -6.12956 1.05 -1.31 0.75
C 4.19124 0.11855 -5.61065 -3.25 2.58 -1.50
O 5.25961 -0.61555 -5.52482 0.04 -1.29 0.14
C 6.50950 -0.08870 -5.90474 1.43 0.73 -0.31
C 7.11163 0.75222 -4.78435 0.25 -0.12 0.26
C 2.79554 -0.43072 -5.17373 1.21 -0.59 0.26
H 6.52320 0.44749 -6.85365 -0.82 0.39 0.04
H 7.15581 -0.92971 -6.15588 -0.16 -0.40 0.58
H 8.17005 0.97845 -4.91339 0.16 -0.22 -0.50
H 7.05606 0.17403 -3.86201 -0.34 0.20 0.13
H 6.63996 1.72762 -4.66512 -0.39 -0.26 0.04
H 2.01228 0.24193 -5.52323 0.39 0.17 0.13
H 2.82970 -0.53545 -4.08931 -0.05 0.19 0.09
H 2.54309 -1.42983 -5.52888 0.43 -0.12 -0.25

Number 1: strongest force on any atom 0.1184 Eh/bohr. Number 2: strongest force on any atom 0.0761 Eh/bohr. Number 3: strongest force on any atom 0.0448 Eh/bohr. Number 4: strongest force on any atom 0.1386 Eh/bohr. Number 5: strongest force on any atom 0.1337 Eh/bohr.